Record 1
The following is a quantum chemistry calculation of a 10-piece molecular cluster, C30H80O10 overall, from OMol25.

Values from the calculation:
**Structure (SMILES)**: CC(C)O.CC(C)O.CC(C)O.CC(C)O.CC(C)O.CC(C)O.CC(C)O.CC(C)O.CC(C)O.CC(C)O
**Maximum force**: 3.31 eV Å⁻¹
**Total charge**: 0
**Energy relative to the best compared isomer or geometry (same formula, charge and spin)**: 2.033 eV

Geometry (Å):
C 14.329 11.432 6.183
C 13.737 10.019 6.132
C 12.413 9.959 5.422
O 14.614 9.155 5.482
H 14.437 11.912 5.209
H 15.291 11.379 6.724
H 13.664 12.027 6.780
H 13.581 9.777 7.215
H 12.043 8.935 5.510
H 12.634 10.065 4.341
H 11.644 10.690 5.682
H 15.436 9.090 6.001
C 18.383 9.062 15.363
C 18.590 8.561 13.871
C 19.472 7.315 13.761
O 17.346 8.370 13.289
H 17.613 8.497 15.820
H 18.133 10.105 15.460
H 19.271 8.745 15.931
H 19.148 9.296 13.289
H 20.483 7.461 14.075
H 19.649 6.836 12.769
H 19.103 6.508 14.410
H 17.468 8.252 12.332
C 14.959 15.686 6.109
C 15.928 14.978 7.037
C 17.025 15.962 7.452
O 15.407 14.449 8.261
H 15.568 16.241 5.294
H 14.361 16.475 6.526
H 14.278 14.933 5.668
H 16.418 14.151 6.513
H 17.574 16.128 6.545
H 17.642 15.551 8.200
H 16.554 16.857 7.851
H 14.486 14.282 8.252
C 16.437 6.222 8.264
C 17.189 7.164 7.331
C 17.076 6.607 5.859
O 16.642 8.503 7.349
H 15.359 6.085 8.001
H 16.512 6.526 9.320
H 16.937 5.232 8.174
H 18.203 7.169 7.699
H 16.032 6.420 5.569
H 17.569 5.621 5.807
H 17.523 7.257 5.080
H 16.483 8.849 8.306
C 14.463 6.079 12.860
C 14.018 7.399 12.247
C 12.889 8.135 12.952
O 15.088 8.380 12.042
H 15.106 5.397 12.302
H 13.618 5.500 13.193
H 15.055 6.299 13.768
H 13.632 7.155 11.254
H 13.147 8.324 14.014
H 11.947 7.569 12.944
H 12.742 9.091 12.463
H 15.601 8.397 12.845
C 15.989 15.048 14.632
C 15.667 13.621 14.325
C 16.790 12.646 14.692
O 14.469 13.281 14.983
H 15.220 15.701 14.227
H 16.948 15.282 14.137
H 16.171 15.096 15.716
H 15.526 13.482 13.234
H 16.882 12.679 15.801
H 17.695 13.103 14.288
H 16.605 11.607 14.362
H 13.686 13.395 14.406
C 14.609 10.695 9.804
C 16.104 10.641 9.983
C 16.445 11.278 11.274
O 16.588 9.333 9.924
H 14.134 11.712 9.785
H 14.165 10.144 10.667
H 14.271 10.156 8.899
H 16.530 11.188 9.108
H 17.536 11.184 11.430
H 15.935 10.875 12.138
H 16.243 12.327 11.275
H 16.017 8.808 10.516
C 11.887 13.836 10.588
C 11.681 13.514 12.055
C 11.806 12.047 12.541
O 12.721 14.184 12.834
H 12.873 13.485 10.250
H 11.668 14.900 10.530
H 11.124 13.354 9.999
H 10.705 13.917 12.382
H 11.882 12.099 13.645
H 12.663 11.514 12.002
H 10.964 11.417 12.331
H 13.065 14.890 12.257
C 19.066 12.492 7.016
C 18.932 11.338 6.053
C 19.970 11.498 4.924
O 19.201 10.105 6.671
H 18.861 13.445 6.482
H 20.106 12.504 7.474
H 18.389 12.336 7.809
H 17.942 11.269 5.645
H 20.930 11.472 5.447
H 20.046 12.452 4.414
H 19.957 10.753 4.136
H 18.339 9.722 6.837
C 10.592 9.306 9.361
C 10.173 10.490 8.539
C 9.315 11.479 9.378
O 11.297 11.341 8.207
H 11.299 8.724 8.780
H 9.707 8.680 9.612
H 11.110 9.535 10.287
H 9.618 10.165 7.693
H 8.345 11.057 9.621
H 9.107 12.445 8.833
H 9.823 11.661 10.329
H 11.619 11.094 7.329

Atomic partial charges in e from the Löwdin method, atoms 1 to 4: atom 1 (C): -0.042, atom 2 (C): -0.536, atom 3 (C): -0.051, atom 4 (O): -0.041

***

Record 2
The following is a quantum chemistry calculation of a 10-piece molecular cluster, C30H80O10 overall, from OMol25.

Values from the calculation:
**Structure (SMILES)**: CC(C)O.CC(C)O.CC(C)O.CC(C)O.CC(C)O.CC(C)O.CC(C)O.CC(C)O.CC(C)O.CC(C)O
**Maximum force**: 2.72 eV Å⁻¹
**Total charge**: 0
**Energy relative to the best compared isomer or geometry (same formula, charge and spin)**: 2.285 eV

Geometry (Å):
C 5.529 -2.336 1.386
C 5.525 -2.912 -0.032
C 4.220 -3.612 -0.503
O 5.668 -1.829 -0.959
H 5.319 -3.165 2.062
H 4.757 -1.568 1.433
H 6.460 -1.806 1.587
H 6.421 -3.525 -0.136
H 3.334 -2.981 -0.568
H 3.894 -4.262 0.309
H 4.357 -4.180 -1.423
H 5.864 -2.216 -1.815
C 3.629 0.824 3.452
C 3.024 -0.020 4.587
C 3.550 -1.504 4.603
O 3.131 0.559 5.837
H 3.480 0.355 2.480
H 4.670 1.067 3.662
H 3.022 1.727 3.393
H 1.940 -0.019 4.467
H 3.186 -2.080 3.752
H 3.261 -2.036 5.509
H 4.624 -1.625 4.463
H 4.070 0.665 6.007
C -3.816 -2.625 5.517
C -4.115 -2.586 4.067
C -3.010 -1.932 3.159
O -4.223 -3.936 3.604
H -2.898 -3.176 5.722
H -4.611 -3.104 6.088
H -3.746 -1.607 5.901
H -5.040 -2.078 3.792
H -2.050 -2.403 3.371
H -2.838 -0.867 3.308
H -3.070 -2.144 2.091
H -4.770 -4.416 4.230
C 0.185 4.239 -1.625
C -0.994 4.801 -2.403
C -0.931 6.338 -2.321
O -0.949 4.370 -3.732
H 1.152 4.680 -1.868
H 0.298 3.165 -1.775
H 0.121 4.439 -0.555
H -1.963 4.569 -1.962
H 0.066 6.740 -2.501
H -1.164 6.726 -1.330
H -1.653 6.813 -2.985
H -0.546 5.034 -4.297
C -2.708 2.377 2.871
C -2.152 3.534 2.000
C -3.085 4.745 1.892
O -1.004 3.940 2.664
H -3.551 2.012 2.284
H -3.020 2.727 3.855
H -2.109 1.470 2.952
H -1.961 3.179 0.987
H -3.994 4.520 1.334
H -2.640 5.605 1.391
H -3.482 4.952 2.886
H -0.518 4.644 2.230
C 0.006 -2.955 -4.644
C -0.263 -2.476 -3.201
C 0.386 -3.342 -2.139
O 0.167 -1.174 -3.140
H 1.030 -2.765 -4.966
H -0.608 -2.487 -5.413
H -0.164 -4.031 -4.656
H -1.350 -2.547 -3.144
H -0.033 -4.347 -2.199
H 0.170 -2.950 -1.145
H 1.439 -3.460 -2.392
H 0.112 -0.900 -2.221
C -3.672 -4.408 -1.586
C -4.493 -3.230 -1.072
C -3.879 -1.825 -1.248
O -5.738 -3.246 -1.722
H -2.709 -4.428 -1.076
H -3.388 -4.288 -2.631
H -4.128 -5.398 -1.577
H -4.658 -3.447 -0.017
H -3.808 -1.502 -2.286
H -2.875 -1.809 -0.824
H -4.457 -1.109 -0.663
H -6.055 -4.152 -1.713
C 0.791 1.205 0.917
C 0.698 -0.270 0.727
C -0.773 -0.738 0.616
O 1.305 -0.706 -0.486
H 0.383 1.767 0.077
H 1.832 1.527 0.962
H 0.249 1.463 1.827
H 1.170 -0.862 1.511
H -1.168 -0.487 -0.368
H -1.419 -0.292 1.371
H -0.846 -1.825 0.586
H 2.230 -0.466 -0.394
C 5.946 1.400 0.387
C 4.670 1.554 -0.402
C 4.832 1.845 -1.918
O 4.003 0.310 -0.291
H 6.538 0.534 0.090
H 5.757 1.378 1.460
H 6.621 2.247 0.265
H 4.029 2.341 -0.005
H 3.874 2.106 -2.367
H 5.353 1.095 -2.513
H 5.406 2.761 -2.055
H 4.564 -0.358 -0.693
C -2.647 0.983 -2.885
C -3.009 1.662 -4.283
C -4.229 0.991 -4.937
O -3.366 2.975 -4.097
H -2.488 -0.082 -3.050
H -3.428 1.156 -2.144
H -1.712 1.287 -2.414
H -2.157 1.535 -4.951
H -5.072 1.078 -4.252
H -4.099 -0.080 -5.098
H -4.482 1.523 -5.854
H -2.536 3.456 -4.058

Atomic partial charges in e from the Löwdin method, atoms 1 to 4: atom 1 (C): -0.042, atom 2 (C): -0.437, atom 3 (C): -0.035, atom 4 (O): -0.090

***

Record 3
The following is a quantum chemistry calculation of a 21-piece molecular cluster, C30H81F5I2O28PS overall, from OMol25.

Values from the calculation:
**Maximum force**: 6.90 eV Å⁻¹
**Total charge**: -1
**Total energy**: -139654.45044 eV

Geometry (Å):
C 5.805 -5.222 -0.584
C 5.253 -4.134 -0.453
C 4.563 -2.725 -0.192
C 3.811 -2.313 -1.508
C 2.393 -1.655 -1.525
C 1.704 -0.928 -0.290
S 2.576 0.540 0.551
O 2.768 1.546 -0.531
O 1.700 1.227 1.536
C 4.192 0.331 1.388
F 4.378 -0.800 2.221
F 4.258 1.382 2.353
C 5.520 0.662 0.515
F 5.776 2.039 0.587
F 6.636 0.070 1.127
F 5.408 0.370 -0.817
O 0.810 -0.089 -1.092
P -0.869 -0.057 -0.647
C -1.367 0.486 -2.444
C -2.930 0.397 -2.712
C -3.399 1.040 -4.093
O -4.586 0.378 -4.642
C -5.701 0.515 -3.754
C -0.955 1.751 -0.037
O -2.164 2.483 -0.354
C -2.142 3.610 0.524
C -2.571 3.501 1.971
C -2.541 4.608 2.959
C -2.954 4.458 4.475
C -2.052 5.949 2.491
C -1.659 6.093 1.063
C -1.687 4.965 0.036
C -1.239 5.378 -1.415
C -2.471 6.124 -2.184
C -0.568 4.241 -2.303
O -0.432 -0.772 0.905
C 0.565 -1.743 0.622
C 1.141 -1.937 2.157
O 0.534 -3.047 2.856
C -0.708 -2.757 3.441
C -1.223 -1.364 3.964
O -1.464 -3.714 3.592
C 0.235 -3.251 0.291
I 1.787 -4.776 -0.014
C -1.035 -3.835 0.205
C -1.262 -5.382 -0.130
I -2.866 -2.785 0.552
H 6.593 -6.026 -0.673
H 3.941 -2.884 0.736
H 5.437 -2.065 0.119
H 4.530 -1.668 -2.121
H 3.740 -3.264 -2.140
H 1.636 -2.429 -1.889
H 2.407 -0.898 -2.381
H -2.298 -0.054 -0.432
H -0.997 -1.389 -1.240
H -0.896 -0.310 -3.107
H -0.880 1.463 -2.744
H -3.575 0.871 -1.906
H -3.244 -0.700 -2.745
H -3.729 2.114 -3.907
H -2.578 1.008 -4.872
H -6.671 0.647 -4.336
H -5.837 -0.425 -3.119
H -5.622 1.378 -3.027
H -0.831 1.695 1.100
H 0.000 2.266 -0.398
H -2.912 2.486 2.351
H -3.198 5.434 4.981
H -2.032 4.050 5.015
H -3.756 3.674 4.565
H -2.015 6.800 3.225
H -1.307 7.122 0.731
H -0.445 6.208 -1.289
H -3.318 5.383 -2.185
H -2.703 7.109 -1.694
H -2.092 6.357 -3.247
H 0.317 3.719 -1.841
H -1.389 3.558 -2.661
H -0.166 4.754 -3.245
H 2.232 -2.239 2.012
H 1.152 -0.968 2.731
H -1.854 -0.792 3.213
H -0.333 -0.759 4.305
H -1.884 -1.512 4.879
H -2.350 -5.645 -0.205
H -0.796 -5.649 -1.136
H -0.793 -6.038 0.664
O -5.494 2.986 3.054
H -6.310 3.495 2.951
H -5.528 2.341 2.337
O -5.237 2.361 6.068
H -5.743 1.933 5.364
H -5.577 1.964 6.879
O -8.980 0.574 -3.700
H -9.741 1.125 -3.484
H -9.270 -0.321 -3.486
O 0.545 -0.230 -4.669
H 1.011 0.559 -4.364
H 0.645 -0.206 -5.629
O -2.007 7.513 -5.303
H -1.540 8.288 -4.967
H -1.897 7.570 -6.260
O 7.851 -7.494 -1.310
H 8.668 -7.919 -1.014
H 7.154 -8.083 -0.997
O -2.837 4.130 -4.510
H -2.554 4.238 -5.426
H -3.780 4.335 -4.535
O 10.849 -8.255 -1.008
H 11.185 -8.907 -1.638
H 11.491 -7.536 -1.050
O -2.017 1.420 5.979
H -1.720 1.548 5.069
H -2.961 1.625 5.949
O 4.807 -1.210 4.938
H 5.262 -0.408 5.222
H 4.891 -1.198 3.977
O -8.028 4.021 4.217
H -8.811 4.536 4.442
H -7.761 3.621 5.054
O 1.685 -1.445 6.474
H 2.054 -2.102 5.872
H 2.305 -0.708 6.422
O 3.239 -4.189 3.740
H 2.429 -3.702 3.945
H 3.519 -4.550 4.589
O -2.930 -7.671 -0.895
H -2.394 -8.472 -0.848
H -3.826 -7.997 -1.043
O 1.885 -3.123 -5.122
H 2.516 -2.671 -5.693
H 1.336 -2.409 -4.767
O 6.260 -3.439 2.629
H 5.663 -2.683 2.651
H 6.383 -3.666 3.558
O -5.006 6.928 -1.187
H -5.602 7.687 -1.164
H -4.912 6.676 -0.259
O 11.933 -11.037 -0.799
H 11.699 -11.970 -0.730
H 11.583 -10.646 0.012
O 0.805 8.122 -2.326
H 1.725 7.835 -2.279
H 0.821 9.020 -1.974
O -1.061 -5.183 -3.687
H -0.671 -5.824 -4.292
H -0.455 -4.433 -3.719

Atomic partial charges in e from the Löwdin method, atoms 1 to 4: atom 1 (C): 0.074, atom 2 (C): -0.166, atom 3 (C): -0.240, atom 4 (C): -0.233